No. 1
The following is a quantum chemistry calculation of a molecular structure, C23H26BrFIrN2O11P2 in a non-equilibrium geometry, from OMol25.

Atoms and positions in Å:
Ir1 0.2345 -0.5358 -0.5459
N1 -3.5372 -1.7483 1.2403
C1 -3.4978 -2.0164 -0.2636
C2 -4.8049 -2.6366 -0.7309
P1 -3.1836 -0.3799 -1.0977
O1 -4.1818 0.4719 -0.1411
O2 -3.6488 -0.4159 -2.4907
O3 -1.7798 0.0844 -0.7314
P2 -1.9981 -3.0778 -0.4830
O4 -2.4610 -4.3064 0.4656
O5 -1.7515 -3.5014 -1.8631
O6 -0.9981 -2.2547 0.3367
H1 -4.0122 -0.8652 1.4412
H2 -2.5714 -1.6974 1.5748
H3 -3.9788 -2.5208 1.7349
H4 -5.6402 -1.9462 -0.5999
H5 -5.0064 -3.5700 -0.2002
H6 -4.7182 -2.8522 -1.7939
H7 -4.3457 1.3617 -0.4926
H8 -2.0386 -5.1341 0.1917
Br1 2.6738 1.0812 -1.1522
C3 2.8772 0.0371 -2.6671
C4 4.0951 -0.0125 -3.2831
C5 4.2492 -0.7874 -4.4432
C6 3.1799 -1.4663 -4.9493
C7 1.9104 -1.3887 -4.3369
C8 0.8000 -2.0519 -4.9188
C9 -0.4377 -1.8932 -4.4085
C10 -0.6403 -1.1128 -3.2443
C11 0.4130 -0.5761 -2.5496
C12 1.7345 -0.6346 -3.1461
H9 4.9278 0.5477 -2.8785
H10 5.2126 -0.8317 -4.9347
H11 3.2896 -2.0752 -5.8393
H12 0.9627 -2.6526 -5.8076
H13 -1.2932 -2.3763 -4.8605
H14 -1.6490 -0.9469 -2.9392
F1 1.5524 -1.8286 -0.6642
O7 -0.3383 3.2836 0.9491
C13 -0.3449 2.0810 1.0770
O8 0.1475 1.3098 0.1190
C14 -0.9125 1.4846 2.3335
C15 -0.7750 2.1731 3.5292
C16 -1.3021 1.6755 4.7288
C17 -1.9871 0.4900 4.6576
O9 -2.6035 -0.2019 5.6737
C18 -3.1743 -1.3663 5.0799
O10 -2.9124 -1.3159 3.6672
C19 -2.1480 -0.1778 3.4687
C20 -1.6140 0.2784 2.2953
H15 -0.2532 3.1216 3.5161
H16 -1.1848 2.2026 5.6674
H17 -4.2489 -1.3741 5.2484
H18 -2.7129 -2.2570 5.5038
H19 -1.6950 -0.2458 1.3581
C21 1.7562 -3.2854 3.9164
N2 1.6983 -1.9341 3.3673
C22 1.9360 -0.7845 4.2336
C23 1.3242 -1.7550 2.1015
O11 1.1826 -0.6376 1.5883
H20 2.2399 -3.2460 4.8885
H21 2.3376 -3.9411 3.2703
H22 0.7598 -3.7119 4.0457
H23 2.7452 -1.0197 4.9245
H24 1.0399 -0.5221 4.7996
H25 2.2129 0.0695 3.6229
H26 1.1600 -2.6698 1.5237

Atoms 1-3, force components in eV/Å:
-1.659 1.729 0.710
-0.280 -0.445 -0.869
0.088 0.107 0.057

Output
- relative energy (zero: lowest compared OMol25 entry of this formula, charge and spin) (kJ/mol) = 360.70
- multiplicity = 2
- F_max (eV Å⁻¹) = 2.50
- orbital gap (alpha / beta) (eV) = 6.55 / 6.47

---

No. 2
The following is a quantum chemistry calculation of a molecular structure, C23H26Cl2IrN5OPS2 in a non-equilibrium geometry, from OMol25.

Atoms and positions in Å:
Ir1 0.2052 0.8975 0.5345
N1 2.6247 1.8269 3.9961
C1 1.8446 1.7793 2.9179
S1 2.2457 0.6986 1.6288
N2 0.8218 2.6390 2.8931
N3 0.0237 2.5285 1.8374
C2 -0.8932 3.5052 1.7608
C3 -1.9074 3.6334 0.8246
C4 -2.7420 4.7967 0.9232
C5 -3.7228 5.0352 0.0227
C6 -3.9343 4.1201 -1.0524
C7 -3.1905 2.9925 -1.1853
C8 -2.1659 2.6821 -0.2448
O1 -1.5357 1.5861 -0.3905
H1 3.4534 1.2610 4.0613
H2 2.4627 2.5405 4.6893
H3 -0.8061 4.2623 2.5337
H4 -2.5639 5.4874 1.7370
H5 -4.3449 5.9143 0.1063
H6 -4.7086 4.3352 -1.7770
H7 -3.3549 2.2918 -1.9919
C9 -2.1112 -1.5982 0.1007
P1 -0.3688 -1.2502 -0.2418
C10 0.5925 -2.6153 0.4416
C11 -0.0378 -3.7869 0.8566
C12 0.7121 -4.8407 1.3589
C13 2.0913 -4.7342 1.4450
C14 2.7272 -3.5703 1.0301
C15 1.9809 -2.5133 0.5400
C16 -0.2395 -1.4141 -2.0480
C17 0.4423 -2.4831 -2.6322
C18 0.4514 -2.6267 -4.0133
C19 -0.2237 -1.7156 -4.8121
C20 -0.8962 -0.6445 -4.2346
C21 -0.9039 -0.4885 -2.8592
H8 -2.4148 -2.4356 -0.5283
H9 -2.7092 -0.7253 -0.1599
H10 -2.2629 -1.8341 1.1520
H11 -1.1115 -3.8928 0.7874
H12 0.2156 -5.7455 1.6815
H13 2.6729 -5.5578 1.8363
H14 3.8035 -3.4876 1.0986
H15 2.4798 -1.6014 0.2394
H16 0.9557 -3.2091 -2.0143
H17 0.9748 -3.4596 -4.4628
H18 -0.2311 -1.8408 -5.8863
H19 -1.4151 0.0681 -4.8612
H20 -1.4121 0.3562 -2.4114
N4 3.6747 2.2258 -1.9816
C22 2.6296 1.4352 -1.8016
N5 2.6841 0.1659 -2.1540
S2 1.1852 2.1745 -1.1688
H21 4.4985 1.9246 -2.4814
H22 3.6291 3.1891 -1.6895
H23 3.5033 -0.2240 -2.5976
H24 1.8293 -0.3765 -2.1883
Cl1 -1.9182 -2.9306 3.8018
C23 -0.9645 -1.5494 4.3069
Cl2 -1.0141 -0.2259 3.0890
H25 0.0718 -1.8443 4.4223
H26 -1.3825 -1.1315 5.2154

Atoms 1-3, force components in eV/Å:
-0.375 0.775 0.853
-0.212 0.091 -0.335
0.458 -0.039 -0.050

Output
- relative energy (zero: lowest compared OMol25 entry of this formula, charge and spin) (kJ/mol) = 0.00
- multiplicity = 2
- total charge = +2
- F_max (eV Å⁻¹) = 1.37
- orbital gap (alpha / beta) (eV) = 6.59 / 5.59

---

No. 3
The following is a quantum chemistry calculation of C23H26N2O3 in the gas phase, from OMol25.

Atoms and positions in Å:
C1 -3.5069 -2.6297 0.8670
C2 -4.2974 -1.4279 0.3648
H1 -5.3561 -1.5509 0.6212
H2 -4.2082 -1.3325 -0.7193
O1 -3.9142 -0.2258 1.0127
C3 -3.0550 0.6665 0.4495
C4 -3.1287 1.9464 0.9939
C5 -2.3196 2.9767 0.5604
C6 -1.4273 2.7649 -0.4775
C7 -1.3471 1.4913 -1.0322
C8 -2.1160 0.4279 -0.5726
O2 -1.9844 -0.8452 -1.0612
C9 -0.8877 -1.1532 -1.8965
C10 -0.8516 -2.6623 -2.0794
H3 -0.0505 -2.9276 -2.7630
H4 -1.7984 -3.0110 -2.4826
H5 -0.6746 -3.1489 -1.1243
H6 -1.0044 -0.6602 -2.8722
H7 0.0493 -0.8114 -1.4344
H8 -0.6751 1.3298 -1.8627
C11 -0.4739 3.8427 -0.9158
H9 -0.1490 3.6666 -1.9426
H10 -0.9543 4.8200 -0.8664
C12 0.7517 3.8502 0.0067
N1 1.3563 2.5372 0.0043
C13 2.5259 2.2309 0.6041
O3 3.2781 3.0493 1.0902
C14 2.8340 0.7636 0.5167
C15 4.0400 0.3746 -0.0046
C16 4.3153 -0.9990 -0.1915
N2 3.4520 -1.9305 0.1113
C17 2.2753 -1.5879 0.6729
C18 1.3891 -2.6235 1.0337
C19 0.1979 -2.3361 1.6400
C20 -0.1557 -1.0069 1.9147
C21 0.6785 0.0210 1.5676
C22 1.9055 -0.2358 0.9209
H11 0.4067 1.0363 1.8170
H12 -1.0920 -0.7948 2.4087
H13 -0.4712 -3.1334 1.9299
H14 1.6954 -3.6381 0.8317
C23 5.6235 -1.4273 -0.7744
H15 5.7634 -0.9811 -1.7577
H16 5.6493 -2.5093 -0.8609
H17 6.4407 -1.0961 -0.1358
H18 4.7676 1.1183 -0.2927
H19 0.7514 1.7848 -0.2915
H20 0.4480 4.1194 1.0265
H21 1.4948 4.5800 -0.3265
H22 -2.3947 3.9498 1.0211
H23 -3.8431 2.1017 1.7868
H24 -3.9066 -3.5394 0.4271
H25 -3.5828 -2.6954 1.9497
H26 -2.4632 -2.5285 0.5873

Atoms 1-3, force components in eV/Å:
-0.114 0.435 -0.074
-0.222 -0.543 -0.180
0.143 0.020 -0.095

Output
- relative energy (zero: lowest compared OMol25 entry of this formula, charge and spin) (kJ/mol) = 195.26
- F_max (eV Å⁻¹) = 0.67
- orbital gap (eV) = 8.36

---

No. 4
The following is a quantum chemistry calculation of C23H26N2O5 in the gas phase, from OMol25.

Atoms and positions in Å:
C1 -0.9133 -5.0795 -4.0700
O1 -2.0737 -4.9055 -3.2926
C2 -1.8871 -4.1385 -2.1278
C3 -1.0643 -4.8437 -1.0441
H1 -1.4706 -5.8441 -0.8874
H2 -0.0256 -4.9359 -1.3630
C4 -1.0883 -4.0816 0.2823
N1 -0.5310 -2.7551 0.1493
C5 0.7879 -2.5317 -0.0506
O2 1.6430 -3.3854 -0.1323
C6 0.9753 -1.0172 -0.1511
O3 2.0318 -0.4615 -0.3579
C7 -0.3522 -0.4474 0.0054
C8 -0.7426 0.8421 -0.1545
C9 0.1668 1.9717 -0.3386
C10 1.3103 2.1218 0.4407
C11 2.1516 3.2015 0.2667
C12 1.8772 4.1605 -0.7089
C13 0.7177 4.0201 -1.4812
C14 -0.1262 2.9520 -1.2923
H3 -0.9979 2.8517 -1.9258
H4 0.5119 4.7655 -2.2328
O4 2.6321 5.2382 -0.9984
C15 3.8584 5.4803 -0.3129
C16 3.5998 6.1436 1.0395
H5 2.9586 5.5237 1.6617
H6 4.5406 6.3064 1.5578
H7 3.1088 7.1022 0.8887
C17 4.6809 6.3863 -1.2232
H8 4.8511 5.8987 -2.1793
H9 5.6388 6.6070 -0.7617
H10 4.1458 7.3157 -1.3989
H11 4.3936 4.5313 -0.1735
H12 3.0241 3.2785 0.8946
H13 1.5323 1.3966 1.2058
O5 -2.0711 1.1024 -0.1709
H14 -2.2181 2.0520 -0.2829
C18 -1.3432 -1.5645 0.2406
C19 -1.9864 -1.4253 1.6003
C20 -1.2252 -1.5525 2.7594
N2 -1.7210 -1.4232 3.9746
C21 -3.0101 -1.1565 4.1008
C22 -3.8636 -1.0075 3.0186
C23 -3.3383 -1.1457 1.7440
H15 -3.9649 -1.0318 0.8709
H16 -4.9100 -0.7905 3.1668
H17 -3.3685 -1.0587 5.1169
H18 -0.1660 -1.7712 2.7026
H19 -2.1290 -1.5676 -0.5282
H20 -0.4892 -4.6340 1.0135
H21 -2.1092 -3.9851 0.6592
H22 -2.8995 -3.9480 -1.7571
H23 -1.4134 -3.1777 -2.3857
H24 -0.4370 -4.1163 -4.2893
H25 -1.2374 -5.5432 -4.9999
H26 -0.1836 -5.7311 -3.5791

Atoms 1-3, force components in eV/Å:
0.024 -0.020 -0.001
-0.142 -0.073 -0.015
0.062 -0.076 0.246

Output
- relative energy (zero: lowest compared OMol25 entry of this formula, charge and spin) (kJ/mol) = 309.23
- F_max (eV Å⁻¹) = 0.80
- orbital gap (eV) = 8.26